Record 1
DFT (the ωB97M-V functional and the def2-TZVPD basis) results for a single C5H8O molecule.

Element x y z (Å)
C (-2.093, -0.311, -0.393)
C (-1.552, 1.062, -0.288)
C (-0.830, -0.098, 0.401)
C (0.425, -0.358, -0.302)
C (2.667, -0.403, 0.175)
O (1.332, -0.645, 0.610)
H (-1.970, -0.839, -1.333)
H (-2.973, -0.571, 0.184)
H (-2.036, 1.782, 0.364)
H (-1.049, 1.481, -1.155)
H (-0.862, -0.135, 1.490)
H (2.615, -0.027, -0.849)
H (3.278, -1.303, 0.245)
H (3.047, 0.365, 0.852)

Results
ΔE to the lowest compared entry with this formula, charge and spin ... 356.4 kJ/mol

Record 2
DFT (the ωB97M-V functional and the def2-TZVPD basis) results for a molecular structure, C20H28NO2SSm at a distorted geometry.

Element x y z (Å)
O (0.029, -0.367, 0.403)
C (-0.577, -0.215, -0.964)
C (0.303, 0.959, -1.341)
H (-1.633, 0.043, -0.840)
H (-0.421, -1.123, -1.556)
C (0.803, 0.884, 0.113)
H (-0.258, 1.860, -1.618)
H (1.075, 0.705, -2.081)
C (0.301, 2.049, 0.944)
H (-0.794, 2.089, 0.951)
H (0.685, 2.993, 0.526)
H (0.656, 1.972, 1.977)
C (2.289, 0.652, 0.264)
H (2.638, -0.103, -0.446)
H (2.528, 0.320, 1.282)
H (2.830, 1.590, 0.077)
Sm (-0.062, -2.368, 1.856)
C (1.842, -4.084, 1.684)
C (0.801, -4.650, 0.881)
C (0.665, -3.847, -0.296)
H (0.277, -5.579, 1.120)
C (1.619, -2.786, -0.218)
C (2.350, -2.927, 1.008)
H (3.206, -2.315, 1.294)
H (2.159, -4.481, 2.651)
H (-0.018, -4.006, -1.132)
H (1.885, -2.122, -1.039)
C (-0.229, -2.286, 4.520)
C (0.989, -1.657, 4.130)
C (0.669, -0.436, 3.468)
H (1.983, -2.045, 4.334)
C (-0.768, -0.342, 3.394)
C (-1.314, -1.501, 4.016)
H (-2.371, -1.748, 4.107)
H (-0.281, -3.121, 5.218)
H (1.378, 0.330, 3.153)
H (-1.335, 0.495, 2.981)
O (-1.816, 3.079, -3.310)
C (-0.761, 4.038, -3.566)
C (-1.237, 5.056, -4.617)
H (0.123, 3.498, -3.956)
H (-0.468, 4.503, -2.611)
C (-2.305, 4.256, -5.387)
H (-0.423, 5.421, -5.245)
H (-1.719, 5.903, -4.112)
C (-2.865, 3.333, -4.290)
H (-1.808, 3.652, -6.158)
H (-3.066, 4.882, -5.856)
H (-3.234, 2.373, -4.679)
H (-3.715, 3.845, -3.799)
S (-1.180, -4.815, 3.411)
C (-0.103, -5.640, 4.343)
N (0.682, -6.217, 5.013)

Results
Calculated total energy ... -2040.21751 Ha
2S+1 ... 6

Record 3
DFT (the ωB97M-V functional and the def2-TZVPD basis) results for a gas-phase ion, C3H12N3Si (charge +1) at a distorted geometry.

Element x y z (Å)
C (2.155, -0.811, 0.601)
N (1.455, 0.055, 0.018)
C (1.733, 1.398, -0.431)
Si (-0.222, -0.458, -0.563)
N (-0.286, -2.044, 0.097)
N (-1.268, 0.699, 0.168)
C (-2.724, 0.672, 0.265)
H (1.792, -1.858, 0.718)
H (3.249, -0.582, 0.675)
H (2.605, 1.684, 0.007)
H (1.973, 1.483, -1.415)
H (0.895, 2.116, -0.181)
H (0.074, -0.491, -2.121)
H (-1.068, -2.285, 0.682)
H (-0.127, -2.791, -0.551)
H (-1.033, 1.094, 1.052)
H (-3.175, 1.809, 0.340)
H (-2.941, 0.268, 1.188)
H (-3.086, 0.043, -0.548)

Results
SMILES string ... C=[N+](C)[Si@@H](N)NC
Charge ... +1
ΔE to the lowest compared entry with this formula, charge and spin ... 0.0 kJ/mol

Record 4
DFT (the ωB97M-V functional and the def2-TZVPD basis) results for 2 unconnected molecules or ions with the total composition C4H12N2P at a distorted geometry.

Element x y z (Å)
C (1.299, -1.355, 0.824)
C (-0.577, 2.441, 0.324)
C (2.048, -1.154, -0.438)
C (1.568, 0.098, -1.073)
N (0.477, 0.688, -0.796)
N (-0.418, 1.363, -0.570)
P (-2.959, -0.507, 0.293)
H (1.725, -0.810, 1.598)
H (0.213, -1.214, 0.836)
H (1.479, -2.380, 1.194)
H (-0.392, 2.203, 1.324)
H (-1.608, 2.855, 0.375)
H (0.082, 3.256, -0.080)
H (1.638, -1.871, -1.185)
H (3.129, -1.061, -0.319)
H (2.220, 0.677, -1.740)
H (-2.445, -1.735, -0.008)
H (-4.205, -1.070, 0.549)
H (-3.274, -0.425, -1.106)

Results
Charge ... +1
ΔE to the lowest compared entry with this formula, charge and spin ... 170.8 kJ/mol
2S+1 ... 3

Q: What is the formula in the third record?
A: C3H12N3Si